DFT (wB97M-V/def2-TZVPD) results for C30H33Cl2I2N2O5RuSi2 as an isolated structure.

Atoms and positions in Å:
I: 0.14 1.05 4.68
I: 1.60 -0.65 1.60
Ru: -0.31 0.56 -0.09
Cl: -5.12 -0.82 -0.12
Cl: -5.66 3.63 2.80
Si: 1.74 -3.59 -0.56
Si: 3.20 -0.93 -2.21
O: -0.65 2.60 -1.46
O: 3.00 6.05 -5.20
O: 0.87 5.32 -5.65
O: -2.22 -0.22 0.10
O: 1.32 1.96 -0.76
N: -0.19 -0.54 -1.86
N: -1.08 1.84 1.33
C: -5.19 1.43 1.37
C: -0.49 2.84 1.96
C: 2.32 0.92 2.82
C: -1.71 -0.95 -3.67
C: -2.43 1.73 1.39
C: 0.06 -3.63 0.36
C: 0.08 -2.46 -3.26
C: 0.58 4.03 -3.56
C: 1.75 -1.96 -1.54
C: -4.40 0.50 0.71
C: 1.83 -5.12 -1.71
C: -1.22 3.83 2.65
C: 2.48 0.33 -3.45
C: 4.29 -2.17 -3.16
C: -2.58 3.75 2.71
C: -4.63 2.50 2.02
C: 1.25 3.66 -2.39
C: 0.59 2.70 -1.48
C: 2.56 5.28 -4.16
C: -1.04 -2.13 -3.99
C: 3.26 -3.72 0.59
C: -2.99 0.61 0.70
C: 0.51 -1.64 -2.19
C: 1.26 4.84 -4.43
C: 3.22 4.93 -3.00
C: -3.23 2.68 2.06
C: 2.54 4.10 -2.12
C: 4.29 -0.04 -0.92
C: 1.93 6.13 -6.11
C: -1.26 -0.21 -2.60
H: 2.52 1.81 2.25
H: 0.58 2.91 1.89
H: -0.65 -4.31 -0.11
H: 3.23 1.00 -3.85
H: -1.77 0.72 -2.34
H: 3.12 0.59 3.46
H: 0.19 -3.94 1.40
H: 1.91 -6.02 -1.11
H: 3.73 -2.73 -3.90
H: 3.98 -2.94 0.40
H: -6.27 1.30 1.35
H: 5.09 -1.65 -3.68
H: 1.59 7.17 -6.19
H: 1.73 0.95 -2.95
H: 0.96 -5.23 -2.34
H: 3.75 -4.68 0.45
H: -0.41 -2.65 0.38
H: 1.98 -0.17 -4.28
H: 4.75 -0.73 -0.22
H: -0.41 3.68 -3.76
H: 3.01 3.79 -1.20
H: -0.68 4.62 3.14
H: 5.09 0.50 -1.43
H: 3.71 0.68 -0.35
H: 4.22 5.27 -2.81
H: 4.75 -2.88 -2.49
H: -1.36 -2.75 -4.81
H: -2.57 -0.62 -4.23
H: -3.18 4.48 3.24
H: 0.67 -3.32 -3.50
H: 2.26 5.78 -7.10
H: 2.71 -5.07 -2.35
H: 2.97 -3.65 1.63

- E (eV) = -104445.158
- HOMO energy (spin up / spin down) (eV) = -6.2389 / -6.5237
- spin multiplicity = 2
- <S²> = 0.98
- max |F| (eV/Å) = 2.6